Record 1
Here is the ion C9H20FN4O2P2 with charge +1 from the OMol25 dataset. Energies are from ωB97M-V with the def2-TZVPD basis set.

Geometry as XYZ:
```
38
Properties=species:S:1:pos:R:3:forces:R:3:nbo_charge:R:1
C 2.79431 -1.62603 2.50164 -0.3434 -0.3941 -1.4926 -0.619
C 2.60415 -0.73636 1.13947 0.6845 0.1777 1.4635 -0.418
C 2.01425 0.74103 1.44121 0.7189 -0.2092 0.0438 -0.444
C 1.38255 1.48714 0.15850 -0.1647 0.1408 0.1515 -0.233
C 1.47074 0.72928 -1.26111 1.3341 3.2963 -0.0861 -0.269
N 0.07434 0.18762 -1.58948 0.2509 -0.3484 -0.5700 -0.707
P 0.01269 -1.58223 -2.00610 -0.7696 -2.7638 -4.6819 1.309
N -0.18133 -1.73624 -3.60769 -0.3642 0.0118 2.7767 -1.206
C -0.98843 0.64828 -0.59681 0.1595 1.7043 1.6444 -0.273
P -1.23317 -0.55336 0.90873 -0.7722 -0.0001 2.8913 1.192
N -1.36563 0.21262 2.30906 0.8598 -0.9606 -1.2168 -1.256
C -2.33415 1.27574 -1.26271 -0.0459 1.7874 -4.7714 0.680
O -2.30488 1.74118 -2.44577 0.6677 -2.4950 5.3657 -0.451
N -3.63308 1.39232 -0.54566 2.2465 -3.3131 -0.7349 -0.683
C -4.35421 0.11799 -0.47335 -5.1780 0.4047 3.7036 0.934
O -5.39271 0.07119 0.24203 5.4054 -0.3561 -3.8326 -0.488
F -3.93672 -1.03913 -1.20550 -0.1180 3.2246 1.1595 -0.338
C -0.18233 1.87773 0.13202 -0.0824 1.5746 -1.7447 -0.430
H 3.43528 -2.53434 2.17231 -0.9330 1.5353 0.8890 0.231
H 3.29416 -1.04232 3.34699 -0.8164 -0.9099 -1.2198 0.236
H 1.76237 -2.05874 2.78727 1.6474 0.8430 -0.0444 0.202
H 1.95104 -1.37436 0.44778 1.0264 1.0509 0.7068 0.167
H 3.67271 -0.58502 0.72707 -1.8786 -0.4191 0.1683 0.227
H 1.31204 0.74721 2.34108 0.7690 -0.0603 -1.4130 0.236
H 2.92960 1.37848 1.76586 -1.6177 -1.0974 -0.4940 0.242
H 1.96914 2.48241 0.08806 -1.1011 -1.6635 -0.2341 0.269
H 2.37517 0.08007 -1.51993 -1.7279 0.2930 0.7300 0.280
H 1.56247 1.61838 -2.00086 -0.0346 -1.5412 1.0822 0.246
H -0.05265 0.59029 -2.55355 -0.9183 -0.4034 0.7264 0.512
H 1.25890 -2.22471 -1.65211 -0.6824 1.1998 0.6325 0.035
H -1.10005 -2.25425 -1.40434 0.7172 0.7606 0.7804 0.029
H -1.07643 -2.25761 -3.75192 0.8317 0.8139 -0.1443 0.399
H -0.12502 -1.47043 1.02268 -0.5231 0.2907 -1.0412 -0.003
H -2.42606 -1.35842 0.72914 0.9364 0.4935 -0.7168 0.016
H -0.57401 -0.13145 2.89547 -0.8583 0.6723 -0.3568 0.386
H -3.54120 1.85224 0.37549 -0.4854 -0.5691 -0.3970 0.450
H -0.27972 2.70839 -0.68035 0.3742 -1.2542 1.1700 0.236
H -0.66937 2.38900 1.02936 0.7858 -1.5167 -0.8929 0.306
```
Forces are in eV/Å.

Gap between HOMO and LUMO (eV): 8.677
Spin multiplicity: 1
SMILES: CCC[C@H]1C[N@@H+]([PH2]=N)[C@]([PH2]=N)(C(=O)NC(=O)F)C1
Charge: +1
E_tot (eV): -40994.571
E_LUMO (eV): -4.170
Energy above the lowest of the compared OMol25 structures with the same formula, charge and spin (kJ/mol): 230.1
Largest force on an atom (eV Å⁻¹): 6.64



Record 2
Here is a cluster of 8 separate species, C30H45Br2N5O2 in total from the OMol25 dataset. Energies are from ωB97M-V with the def2-TZVPD basis set.

Geometry as XYZ:
```
84
Properties=species:S:1:pos:R:3:forces:R:3:lowdin_charge:R:1
C -0.17836 -5.98766 1.18869 -0.2152 -0.7133 0.8485 -0.179
C -0.83459 -5.24234 0.04159 -0.4299 1.0903 -0.5718 -0.166
C 0.15620 -5.31709 -1.15518 -1.0209 -0.5102 1.7752 -0.196
O 1.36047 -5.61550 -0.47676 1.4401 -0.5367 -0.5869 -0.150
C 1.12254 -6.54574 0.59220 -1.2031 0.8588 0.0086 -0.179
H -0.87763 -6.71973 1.59268 0.1711 -0.5189 -0.2864 0.102
H 0.08088 -5.45147 2.10159 -0.0913 0.8241 -0.3912 0.103
H -0.96533 -4.17879 0.24124 -0.1753 -0.0448 0.3445 0.102
H -1.81387 -5.64866 -0.21140 0.0099 -0.0050 0.0229 0.104
H 0.18625 -4.36244 -1.68038 0.5350 -0.1390 0.0454 0.117
H -0.19191 -6.09214 -1.83799 0.4464 -0.2779 -0.2390 0.111
H 1.90862 -6.49386 1.34552 0.3005 0.0480 -0.5090 0.118
H 0.97826 -7.57834 0.27435 0.2446 -0.0467 -0.4568 0.115
C 5.52020 1.63892 -4.64438 1.9495 0.6114 1.7216 -0.167
C 4.55182 0.79989 -5.36859 -1.1099 0.8057 -0.9220 -0.200
C 5.35144 0.25063 -6.49551 0.7635 -2.2423 -0.8900 -0.199
O 6.77358 0.27283 -6.15973 -2.0908 -1.3928 0.2022 -0.117
C 6.83777 1.44626 -5.42981 1.0568 1.8595 -0.0471 -0.244
H 5.66572 1.28716 -3.62301 0.1312 -0.1677 0.0705 0.108
H 5.25419 2.68717 -4.50832 -0.0542 0.0233 -0.3801 0.113
H 3.86168 1.49202 -5.85105 -0.8069 -0.4370 0.3769 0.117
H 4.06824 -0.00170 -4.81029 -0.0766 0.3989 0.1420 0.118
H 5.15438 0.77232 -7.43205 0.3080 0.1407 -0.0947 0.120
H 5.02708 -0.78588 -6.58794 0.5041 -0.1644 -0.6578 0.118
H 7.02894 2.17252 -6.21983 -0.5208 1.1069 0.2089 0.114
H 7.74136 1.52558 -4.82538 -0.0556 -0.5523 0.2903 0.119
Br 1.66800 3.43036 -0.78068 0.4079 -0.3622 1.0285 0.583
C 1.92617 2.42065 0.91753 -0.0260 -1.1970 0.1599 -0.647
C 1.46164 0.97700 0.61077 -1.3675 1.3741 0.3921 -0.715
Br 1.32597 -0.13764 2.22236 0.7504 0.0489 -0.2135 0.581
H 1.36260 2.89078 1.72343 -0.3276 0.0180 -0.4262 0.052
H 2.94934 2.36076 1.28854 0.2489 0.5339 -0.6910 0.059
H 2.01156 0.57321 -0.23931 0.0026 -0.4350 0.5050 0.056
H 0.38845 1.02354 0.42587 0.2819 0.0260 -0.7466 0.023
N -4.82514 -3.91657 7.16446 -0.2603 -0.3883 -1.2685 -0.033
C -4.64395 -3.15355 8.29134 1.2405 -0.0040 -1.5678 -0.123
C -3.30811 -2.70866 8.22932 -1.6358 -0.3703 1.2229 -0.123
C -2.71639 -3.29876 7.11235 -0.5727 -0.3785 -2.2649 -0.132
C -3.70150 -3.97123 6.34010 0.9104 1.0041 3.2021 -0.098
H -5.68848 -4.40604 6.97688 0.1594 0.2272 -0.0975 0.140
H -5.54074 -2.92180 8.84674 0.4544 0.0638 0.4192 0.103
H -2.87618 -2.05061 8.96878 0.1926 -0.1294 -0.1389 0.086
H -1.70161 -3.19576 6.75738 0.0092 0.1754 0.1962 0.084
H -3.57351 -4.45802 5.38457 -0.4939 -0.1918 0.2906 0.096
N 6.09417 -2.88337 -0.39041 0.8311 0.2096 0.1999 -0.003
C 6.96889 -2.78813 0.67059 -1.3194 -0.0362 0.7343 -0.156
C 8.19036 -2.36783 0.23964 0.5313 -0.4197 -0.5010 -0.124
C 8.10163 -2.23493 -1.16251 -2.3310 -0.5421 -1.7263 -0.105
C 6.77251 -2.57076 -1.53269 1.0851 0.6995 0.6499 -0.134
H 5.09242 -2.99557 -0.32709 0.3338 -0.1609 0.0811 0.146
H 6.58015 -2.99657 1.65641 0.2796 0.0117 0.0229 0.103
H 9.10855 -2.30546 0.80483 -0.2483 0.1548 0.1692 0.092
H 8.79531 -1.97720 -1.94912 0.3919 0.0792 0.4875 0.084
H 6.21405 -2.53848 -2.45654 0.4176 0.0042 -0.1273 0.099
N -3.84033 8.38717 -2.70121 -1.3477 -0.7440 -0.6534 -0.023
C -2.69422 7.88167 -2.16685 0.0002 1.0610 0.5319 -0.128
C -2.05293 8.98141 -1.61705 0.6360 -0.5626 -0.1463 -0.119
C -2.80198 10.15016 -1.90746 -0.2586 -0.1133 0.3436 -0.112
C -3.95043 9.72584 -2.52836 0.4022 0.4023 -0.1739 -0.151
H -4.58611 7.87696 -3.15244 0.3921 -0.2008 0.1572 0.147
H -2.47310 6.82458 -2.17598 0.0167 0.2034 0.0127 0.104
H -1.13100 8.93162 -1.05672 0.0264 0.0700 -0.1575 0.086
H -2.54471 11.17181 -1.66987 -0.0479 -0.1460 0.1060 0.089
H -4.82666 10.24992 -2.88046 0.1848 0.0225 -0.0145 0.107
N -2.14923 3.25405 4.56620 -0.6571 1.7760 0.4873 0.022
C -2.68787 3.29133 3.33511 -0.8040 -3.6677 -0.7307 -0.185
C -2.56538 4.50388 2.79620 -0.5865 0.1790 -3.1175 -0.161
C -1.99607 5.34691 3.69754 0.8444 0.3673 2.8298 -0.102
C -1.84922 4.56420 4.84924 1.0166 0.4554 0.9466 -0.132
H -2.23751 2.52179 5.25621 -0.0678 0.2184 -0.2871 0.152
H -3.12793 2.37164 2.97884 0.0999 0.1503 -0.4766 0.111
H -2.77349 4.76559 1.76925 -0.2387 -0.1396 0.0414 0.103
H -1.70365 6.36532 3.48839 -0.1434 -0.0170 0.5025 0.098
H -1.67079 4.73745 5.90021 0.5701 0.6534 -0.2214 0.100
N -7.74367 -2.17305 -2.23159 -0.5380 -0.3142 1.2449 -0.014
C -7.14503 -3.00521 -3.10491 -0.9205 -0.2146 -0.4937 -0.173
C -5.81423 -2.90543 -2.92330 1.3622 -0.8449 -0.7248 -0.141
C -5.55919 -2.00252 -1.87894 -1.3017 0.1162 2.0854 -0.102
C -6.81251 -1.67038 -1.33070 0.0096 0.2679 -1.8369 -0.105
H -8.75288 -2.15460 -2.19625 0.2965 0.3021 0.5398 0.145
H -7.78248 -3.67628 -3.66143 0.3752 0.1395 -0.4079 0.113
H -5.10712 -3.54912 -3.42537 0.1697 0.3234 -0.0697 0.093
H -4.62201 -1.76841 -1.39594 0.0094 -0.0296 -0.2368 0.086
H -7.20234 -1.12164 -0.48613 0.5434 0.2524 -0.0970 0.099
```
Forces are in eV/Å.

Gap between HOMO and LUMO (eV): 8.197
Spin multiplicity: 1
SMILES: c1cc[nH]c1.c1cc[nH]c1.c1cc[nH]c1.c1cc[nH]c1.c1cc[nH]c1.C1CCOC1.C1CCOC1.BrCCBr
E_tot (eV): -183465.135
E_LUMO (eV): 0.182
Energy above the lowest of the compared OMol25 structures with the same formula, charge and spin (kJ/mol): 0.5
Largest force on an atom (eV Å⁻¹): 3.83



Record 3
Here is a cluster of 2 separate species, C6H14O in total from the OMol25 dataset. Energies are from ωB97M-V with the def2-TZVPD basis set.

Geometry as XYZ:
```
21
Properties=species:S:1:pos:R:3:forces:R:3:nbo_charge:R:1
C 1.18295 1.92468 1.18668 -0.2946 -0.2839 -3.7208 -0.627
C -0.24525 1.91561 1.63155 -2.3498 0.6717 -0.9011 -0.391
C -0.86603 0.56310 1.81992 0.4295 -2.4907 2.1339 -0.448
C -0.93751 -0.43757 0.72617 1.7084 -0.5248 -0.8199 -0.158
C -1.25682 -0.21784 -0.54879 -0.4419 -0.8194 1.5487 -0.222
C -1.00655 -1.34487 -1.51006 -2.6997 -0.8422 -1.2229 -0.647
H 1.89782 1.33949 1.72746 0.4322 0.3813 1.1562 0.214
H 1.47199 2.96116 0.84087 0.2133 -1.2286 0.8261 0.222
H 1.18149 1.29012 0.21805 0.0032 1.1221 1.0067 0.203
H -0.94120 2.32922 0.78198 1.4968 0.2280 1.6203 0.193
H -0.40743 2.43487 2.59650 0.0320 0.2244 -0.7246 0.210
H -1.87458 0.57869 2.25494 0.2210 0.5597 0.2475 0.221
H -0.23261 -0.03804 2.53966 -0.6876 1.0371 0.0492 0.192
H -0.42260 -1.41308 1.01931 -0.9361 1.0567 -0.7544 0.182
H -1.81079 0.70954 -0.75955 0.5477 -0.4205 -0.5297 0.206
H -1.38998 -2.37549 -1.13090 0.3635 1.8517 -0.4341 0.223
H 0.05381 -1.51339 -1.61191 0.1873 0.1991 -0.6964 0.205
H -1.61773 -1.11374 -2.47567 1.6739 -0.7272 1.2714 0.219
H 2.55899 -2.02651 -1.79909 1.1596 0.0108 4.5727 0.459
H 1.69004 -1.49831 -2.78413 -8.5070 6.9129 -1.6327 0.445
O 2.32726 -2.01041 -2.65629 7.4484 -6.9184 -2.9958 -0.900
```
Forces are in eV/Å.

Gap between HOMO and LUMO (eV): 10.053
Spin multiplicity: 1
SMILES: C/C=C/CCC.O
E_tot (eV): -8493.852
E_LUMO (eV): 0.859
Energy above the lowest of the compared OMol25 structures with the same formula, charge and spin (kJ/mol): 293.3
Largest force on an atom (eV Å⁻¹): 11.08



Record 4
Here is the molecule C7H8 from the OMol25 dataset. Energies are from ωB97M-V with the def2-TZVPD basis set.

Geometry as XYZ:
```
15
Properties=species:S:1:pos:R:3:forces:R:3:nbo_charge:R:1
C -0.98331 0.09467 0.41245 -5.2849 3.4830 3.5219 -0.135
C -2.23821 1.03714 1.45029 3.6214 -2.8664 -3.3016 0.193
C -0.86418 -0.58389 -0.82111 0.9385 0.1783 0.1154 -0.083
C -1.72581 -0.72154 -1.85488 2.2885 -1.7082 -0.5366 -0.364
C 0.69425 -0.68511 -0.51188 -2.1592 -3.4037 -0.7910 -0.398
C 0.36640 -0.12147 0.88329 3.7241 1.0890 -0.7069 -0.305
C 1.34253 1.03916 1.25148 -0.3872 -1.4843 -0.6488 -0.589
H -1.47857 -1.37646 -2.75019 -0.6302 1.2713 1.1876 0.213
H -2.58107 -0.15272 -1.68817 -1.8798 0.3531 -0.4941 0.203
H 1.19938 -1.67198 -0.76344 -0.5284 1.0816 0.9221 0.216
H 1.03082 0.01438 -1.18807 1.4854 1.8012 -1.1228 0.207
H 0.54328 -0.81726 1.61650 -0.3672 -2.1575 1.8266 0.221
H 2.36037 0.80492 1.58380 -0.2194 -0.7586 -0.4926 0.214
H 0.97151 1.58980 2.04594 -1.0545 1.5136 1.3162 0.206
H 1.36261 1.55036 0.33399 0.4531 1.6078 -0.7954 0.202
```
Forces are in eV/Å.

Gap between HOMO and LUMO (alpha / beta) (eV): 7.071 / 7.665
Spin multiplicity: 1
E_tot (eV): -7378.608
E_LUMO (alpha / beta) (eV): -0.785 / -1.259
Energy above the lowest of the compared OMol25 structures with the same formula, charge and spin (kJ/mol): 978.2
Largest force on an atom (eV Å⁻¹): 7.24



Question: Among the records above, which one has the highest largest force on an atom?
Answer: C6H14O



Question: The highest energy above the lowest of the compared OMol25 structures with the same formula, charge and spin belongs to which entry?
Answer: C7H8



Question: Look up the spin multiplicity of the first one.
Answer: 1